P | Molecular formula: C25H34Cl2N7O4SSn
Method: DFT, ωB97M-V with the def2-TZVPD basis set

HOMO energy (alpha / beta) (eV): -10.05 / -10.11
Net charge: +1
E_LUMO (alpha / beta) (eV): -3.760 / -3.207
Gap between HOMO and LUMO (alpha / beta) (eV): 6.29 / 6.90

Positions of all 74 atoms, in Å:
1 Sn 1.878 -0.364 0.086
2 C 2.541 -1.628 2.781
3 C 3.415 -2.242 1.754
4 C 2.693 -3.262 1.128
5 C 1.425 -3.313 1.728
6 C 1.346 -2.296 2.756
7 C 0.196 -2.020 3.678
8 C 0.356 -4.289 1.367
9 C 3.212 -4.165 0.046
10 C 4.860 -1.957 1.555
11 C 2.953 -0.576 3.759
12 H 0.471 -2.228 4.714
13 H -0.678 -2.625 3.440
14 H -0.101 -0.970 3.614
15 H 0.674 -5.316 1.564
16 H 0.130 -4.213 0.300
17 H -0.552 -4.096 1.941
18 H 2.612 -5.072 -0.026
19 H 4.244 -4.455 0.247
20 H 3.200 -3.669 -0.928
21 H 5.452 -2.742 2.036
22 H 5.155 -1.003 1.987
23 H 5.113 -1.959 0.493
24 H 2.103 0.049 4.034
25 H 3.736 0.067 3.357
26 H 3.337 -1.039 4.672
27 N -4.064 -5.087 -2.124
28 C -3.121 -4.580 -1.330
29 N -2.953 -5.068 -0.094
30 N -2.392 -3.594 -1.798
31 C -1.546 -2.774 -1.386
32 N -0.705 -2.021 -1.044
33 H -4.676 -5.826 -1.830
34 H -4.169 -4.708 -3.050
35 H -3.436 -5.897 0.207
36 H -2.164 -4.761 0.452
37 O -0.166 -0.253 -2.250
38 N -0.192 -0.745 -1.089
39 Cl 3.092 1.873 -4.363
40 C 4.154 1.058 -3.202
41 Cl 5.299 2.191 -2.467
42 C 3.286 0.446 -2.107
43 O 2.612 1.236 -1.373
44 O 3.267 -0.789 -1.967
45 H 4.715 0.292 -3.722
46 C -1.469 4.157 3.153
47 C -2.734 3.776 2.387
48 C -2.483 2.652 1.381
49 N -1.587 3.064 0.309
50 C -0.378 2.582 0.043
51 S 0.457 1.643 1.215
52 N 0.266 2.951 -1.085
53 C -0.115 3.780 -2.188
54 O 0.767 4.366 -2.753
55 C -1.536 3.888 -2.630
56 C -2.416 2.806 -2.595
57 C -3.681 2.919 -3.146
58 C -4.070 4.102 -3.760
59 C -3.198 5.180 -3.801
60 C -1.936 5.076 -3.241
61 H -1.690 4.913 3.905
62 H -0.712 4.554 2.475
63 H -1.048 3.286 3.655
64 H -3.130 4.648 1.859
65 H -3.501 3.434 3.083
66 H -3.426 2.339 0.924
67 H -2.032 1.803 1.887
68 H -1.979 3.709 -0.361
69 H 1.238 2.657 -1.155
70 H -2.082 1.864 -2.194
71 H -4.354 2.072 -3.117
72 H -5.047 4.176 -4.218
73 H -3.493 6.094 -4.299
74 H -1.242 5.905 -3.279



Q | Molecular formula: C25H34Cl2N7O4SSn
Method: DFT, ωB97M-V with the def2-TZVPD basis set

HOMO energy (alpha / beta) (eV): -10.50 / -10.49
Net charge: +1
E_LUMO (alpha / beta) (eV): -3.442 / -3.907
Gap between HOMO and LUMO (alpha / beta) (eV): 7.06 / 6.58

Positions of all 74 atoms, in Å:
1 Sn 1.396 0.219 -1.784
2 C 3.009 -2.730 -1.986
3 C 1.661 -2.876 -2.425
4 C 1.529 -2.126 -3.580
5 C 2.832 -1.459 -3.854
6 C 3.716 -1.854 -2.892
7 C 5.148 -1.468 -2.726
8 C 3.056 -0.577 -5.034
9 C 0.382 -2.094 -4.528
10 C 0.623 -3.769 -1.822
11 C 3.641 -3.371 -0.808
12 H 5.808 -2.331 -2.837
13 H 5.338 -1.045 -1.737
14 H 5.452 -0.729 -3.463
15 H 3.130 -1.170 -5.949
16 H 3.975 -0.001 -4.941
17 H 2.229 0.123 -5.181
18 H -0.452 -2.697 -4.173
19 H 0.696 -2.495 -5.494
20 H 0.023 -1.082 -4.712
21 H 0.588 -4.744 -2.312
22 H -0.374 -3.335 -1.902
23 H 0.823 -3.953 -0.766
24 H 4.489 -3.987 -1.117
25 H 2.952 -4.004 -0.254
26 H 4.046 -2.618 -0.125
27 N -3.750 -2.875 1.555
28 C -2.535 -2.594 1.096
29 N -1.497 -3.352 1.489
30 N -2.429 -1.599 0.233
31 C -1.292 -1.150 -0.139
32 N -0.303 -0.670 -0.527
33 H -3.917 -3.586 2.245
34 H -4.506 -2.272 1.279
35 H -1.572 -3.982 2.269
36 H -0.572 -3.109 1.179
37 O 2.455 2.376 0.393
38 N 2.710 1.062 0.480
39 Cl -0.218 3.938 -4.542
40 C -1.149 3.097 -3.298
41 Cl -2.674 2.458 -3.906
42 C -0.294 1.975 -2.742
43 O -0.039 0.956 -3.423
44 O 0.171 2.118 -1.580
45 H -1.370 3.810 -2.506
46 C -3.319 2.747 0.505
47 C -2.150 1.870 0.932
48 C -1.047 2.725 1.547
49 N 0.264 2.091 1.668
50 C 0.518 0.954 2.148
51 S 2.159 0.293 1.915
52 N -0.253 0.018 2.832
53 C -1.365 0.120 3.668
54 O -2.087 -0.851 3.778
55 C -1.552 1.374 4.431
56 C -2.856 1.778 4.702
57 C -3.077 2.948 5.408
58 C -1.997 3.695 5.863
59 C -0.697 3.276 5.616
60 C -0.471 2.116 4.892
61 H -4.117 2.152 0.066
62 H -3.005 3.483 -0.236
63 H -3.738 3.291 1.351
64 H -1.740 1.340 0.071
65 H -2.512 1.115 1.633
66 H -1.346 3.109 2.526
67 H -0.885 3.594 0.906
68 H 1.639 2.584 0.970
69 H -0.046 -0.943 2.596
70 H -3.681 1.174 4.350
71 H -4.086 3.274 5.611
72 H -2.170 4.606 6.417
73 H 0.138 3.853 5.985
74 H 0.543 1.789 4.700



Which of them is the most stable, and which is the least stable? Q and P, in that order.



P | Molecular formula: CBr2ClNO2
Method: DFT, ωB97M-V with the def2-TZVPD basis set

HOMO energy (eV): -10.90
Net charge: 0
E_LUMO (eV): -0.871
Gap between HOMO and LUMO (eV): 10.03

Positions of all 7 atoms, in Å:
1 C 0.463 0.007 0.300
2 N -0.953 0.023 -0.442
3 O -1.195 -0.862 -1.237
4 O -1.683 0.961 -0.158
5 Cl 0.312 0.062 1.962
6 Br 1.503 1.521 -0.325
7 Br 1.553 -1.712 -0.100



Q | Molecular formula: CBr2ClNO2
Method: DFT, ωB97M-V with the def2-TZVPD basis set

HOMO energy (alpha / beta) (eV): -10.99 / -10.30
Net charge: 0
E_LUMO (alpha / beta) (eV): -3.124 / -3.575
Gap between HOMO and LUMO (alpha / beta) (eV): 7.87 / 6.72

Positions of all 7 atoms, in Å:
1 C -0.079 -0.428 0.316
2 N -0.591 0.641 -0.370
3 O -0.570 0.512 -1.559
4 O -0.969 1.585 0.242
5 Cl -0.420 -0.203 2.062
6 Br 2.641 0.070 -0.363
7 Br -0.011 -2.177 -0.329



Which of them is the most stable, and which is the least stable? P and Q, in that order.



P | Molecular formula: C7H14NO
Method: DFT, ωB97M-V with the def2-TZVPD basis set

HOMO energy (eV): -12.40
Net charge: +1
E_LUMO (eV): -3.882
Gap between HOMO and LUMO (eV): 8.52

Positions of all 23 atoms, in Å:
1 C -0.753 0.071 -0.137
2 C -0.698 -1.198 0.080
3 C 1.954 1.608 -0.022
4 C 2.473 0.461 -0.443
5 C -1.882 -1.858 -0.533
6 C 0.468 -2.042 0.567
7 C -1.968 2.070 0.438
8 N -1.099 1.251 -0.357
9 O 3.382 -0.232 0.119
10 H 1.441 2.345 -0.645
11 H 2.024 1.983 0.978
12 H 2.127 0.123 -1.436
13 H -2.488 -1.075 -1.112
14 H -1.720 -2.775 -1.255
15 H -2.520 -2.361 0.154
16 H 1.349 -1.672 0.062
17 H 0.595 -2.044 1.610
18 H 0.556 -3.107 0.104
19 H -2.651 1.364 0.938
20 H -1.386 2.350 1.332
21 H -2.404 2.871 -0.226
22 H -0.625 1.840 -1.146
23 H 3.827 0.024 0.931



Q | Molecular formula: C7H14NO
Method: DFT, ωB97M-V with the def2-TZVPD basis set

HOMO energy (eV): -14.50
Net charge: +1
E_LUMO (eV): -4.383
Gap between HOMO and LUMO (eV): 10.12

Positions of all 23 atoms, in Å:
1 C 0.575 0.652 -2.312
2 C 0.434 0.777 -1.104
3 C 1.493 0.840 2.357
4 C 2.739 0.356 0.211
5 C -2.963 -1.627 -0.934
6 C 1.456 0.159 1.039
7 C 0.239 0.427 0.250
8 N -2.752 -0.210 -1.018
9 O -0.845 0.216 0.790
10 H 0.758 0.773 -3.405
11 H 1.799 1.876 2.455
12 H 0.677 0.454 2.850
13 H 2.450 0.346 2.820
14 H 2.957 -0.454 -0.521
15 H 2.722 1.400 -0.210
16 H 3.749 0.353 0.801
17 H -1.944 -2.074 -1.162
18 H -3.260 -1.755 0.143
19 H 1.325 -0.916 1.210
20 H -2.346 0.154 -1.889
21 H -1.939 0.010 -0.150
22 H -3.502 0.323 -0.656
23 H -3.823 -2.080 -1.565



Which of them is the most stable, and which is the least stable? Q and P, in that order.



P | Molecular formula: CH2ClNO2
Method: DFT, ωB97M-V with the def2-TZVPD basis set

HOMO energy (alpha / beta) (eV): -9.54 / -9.31
Net charge: 0
E_LUMO (alpha / beta) (eV): -0.684 / -0.859
Gap between HOMO and LUMO (alpha / beta) (eV): 8.86 / 8.45

Positions of all 7 atoms, in Å:
1 C 0.602 -0.466 -0.625
2 N -0.536 0.667 0.936
3 O 0.225 1.205 1.660
4 O -1.731 0.624 0.802
5 Cl -0.599 -1.372 -1.585
6 H 0.808 0.400 -1.144
7 H 1.231 -1.058 -0.043



Q | Molecular formula: CH2ClNO2
Method: DFT, ωB97M-V with the def2-TZVPD basis set

HOMO energy (eV): -10.67
Net charge: 0
E_LUMO (eV): -0.690
Gap between HOMO and LUMO (eV): 9.98

Positions of all 7 atoms, in Å:
1 C 0.481 0.718 0.236
2 N 1.529 0.630 -0.824
3 O 0.928 0.350 -1.896
4 O 2.669 0.897 -0.612
5 Cl -0.423 2.212 0.149
6 H -0.113 -0.176 0.191
7 H 1.158 0.837 1.885



Which of them is the most stable, and which is the least stable? P and Q, in that order.